DFT (ωB97M-V/def2-TZVPD) results for a single C7H8 molecule.

Values from the calculation:
* ΔE to the lowest compared entry with this formula, charge and spin: 5.906 eV
* lowest unoccupied orbital energy: -0.336 eV
* E_HOMO: -9.889 eV
* orbital gap: 0.351 Ha

```
! RIJCOSX wB97M-V def2-TZVPD def2/J DEFGRID3
* xyz 0 1
C -0.077 -0.123 0.019
H -0.705 1.928 0.395
H 1.172 0.771 1.537
H 1.641 -0.888 1.162
C 1.489 0.666 -2.005
H 2.096 1.001 -2.819
H -1.767 1.003 -0.711
H 0.192 -0.580 2.139
C 0.784 -0.221 1.291
H -1.856 -1.535 0.026
C -1.159 0.950 0.196
C -0.099 -2.332 -0.909
C -0.805 -1.454 -0.260
C 0.781 0.258 -1.122
H -1.793 0.659 1.041
*
```



DFT (ωB97M-V/def2-TZVPD) results for a single C7H8 molecule in a non-equilibrium geometry.

Values from the calculation:
* ΔE to the lowest compared entry with this formula, charge and spin: 5.220 eV
* lowest unoccupied orbital energy: 0.604 eV
* E_HOMO: -8.824 eV
* orbital gap: 0.346 Ha

```
! RIJCOSX wB97M-V def2-TZVPD def2/J DEFGRID3
* xyz 0 1
C -1.358 0.462 1.467
C 0.031 1.378 1.371
C -1.148 -0.351 0.462
H 0.700 0.411 -2.131
C 1.740 -2.272 -0.081
C -0.310 0.089 -1.842
C 0.805 -1.531 -0.262
H -0.678 -0.595 -2.610
H -2.245 0.453 2.121
H 0.760 0.581 1.466
H -0.097 1.750 0.361
C -0.276 -0.618 -0.505
H 0.489 2.229 1.911
H -0.962 0.969 -1.801
H 2.547 -2.955 0.072
*
```



DFT (ωB97M-V/def2-TZVPD) results for 2 unconnected molecules or ions with the total composition C7H8BCl4NO in a non-equilibrium geometry.

Values from the calculation:
* lowest unoccupied orbital energy: -1.010 eV
* E_HOMO: -9.922 eV
* orbital gap: 0.327 Ha

```
! RIJCOSX wB97M-V def2-TZVPD def2/J DEFGRID3
* xyz 0 1
H 0.251 0.231 -3.868
H -1.612 0.857 0.501
H 2.814 -2.096 -1.264
H 1.055 1.931 1.334
C -0.808 0.134 0.584
H -0.541 1.961 1.944
Cl -3.310 -1.201 2.027
H -1.240 0.805 -1.852
O -0.702 -0.560 1.649
Cl -2.007 1.338 3.202
C 1.139 -1.137 -0.309
B -1.729 -0.482 2.711
C 0.489 -0.081 -2.852
C -0.329 0.210 -1.772
N 0.054 1.995 1.066
C 0.001 -0.296 -0.509
H -0.050 2.930 0.656
C 1.962 -1.410 -1.409
C 1.624 -0.884 -2.672
Cl 2.681 -1.214 -3.985
H 1.335 -1.561 0.680
Cl -1.078 -1.470 4.138
*
```